C31H57N2O5P3SiTi as an isolated structure, computed with wB97M-V/def2-TZVPD.

Properties
<S²>: 0.7549
Highest occupied orbital energy (alpha / beta): -10.2097 / -10.5602 eV
Maximum force: 0.0136 hartree/bohr
2S+1: 2
Total charge: +1
Orbital gap (alpha / beta): 6.943 / 7.151 eV
Energy relative to the best compared isomer or geometry (same formula, charge and spin): 11.0 kcal per mole

Structure (XYZ):
```
100
Properties=species:S:1:pos:R:3:forces:R:3
Ti 0.924963 -0.734832 0.094483 -0.41 -0.07 0.56
C 3.148493 -1.514944 3.528250 0.01 -0.02 -0.04
P 1.976636 -0.479607 2.594535 -0.13 0.00 -0.12
C 0.470526 -0.566622 3.609967 0.04 0.02 0.02
C 2.635470 1.205406 2.926381 0.00 -0.01 0.01
C 2.163065 2.200824 1.868679 -0.01 0.00 -0.03
P 2.363794 1.486765 0.196277 0.05 -0.02 0.01
C 2.025146 2.903962 -0.893386 -0.02 -0.01 -0.02
C 4.166199 1.255691 0.027305 0.01 0.01 -0.01
H 2.847849 -2.559697 3.486624 -0.01 -0.01 0.00
H 3.163003 -1.193161 4.570758 0.00 0.00 0.00
H 4.153100 -1.422119 3.117148 0.01 -0.01 0.02
H 0.726730 -0.530549 4.670259 0.01 -0.01 0.00
H -0.054609 -1.498180 3.395419 0.00 -0.01 0.01
H -0.175374 0.279458 3.365901 -0.01 -0.02 0.01
H 3.725845 1.135365 2.923924 0.00 -0.01 0.00
H 2.333730 1.523524 3.926149 0.02 0.00 0.01
H 2.714290 3.142025 1.935453 0.00 0.00 0.01
H 1.101227 2.421985 2.005286 -0.01 0.01 -0.02
H 2.615459 3.771078 -0.592797 0.01 0.00 0.01
H 0.963008 3.144416 -0.830072 0.02 0.00 0.00
H 2.265325 2.650900 -1.926235 0.01 0.01 0.00
H 4.720537 2.156529 0.295620 -0.01 0.01 0.00
H 4.394448 0.999905 -1.008629 0.01 0.00 0.00
H 4.502292 0.427284 0.652225 0.00 0.00 0.00
C -2.357931 -0.739484 -2.098708 -0.03 -0.01 0.01
C -1.961031 -1.937872 -1.293933 -0.03 0.00 -0.01
C -2.772274 -3.053256 -1.191567 -0.01 0.03 0.00
C -2.344282 -4.135964 -0.426348 0.02 -0.01 0.01
C -1.125987 -4.098099 0.215126 -0.05 -0.02 0.02
C -0.331228 -2.958918 0.048401 0.11 0.02 -0.01
N -0.761133 -1.916862 -0.694426 0.06 0.01 0.00
N 0.910330 -2.722720 0.597582 -0.02 0.28 -0.10
Si 2.155129 -3.945857 0.522412 0.03 0.00 -0.04
C 3.800990 -3.068833 0.346745 0.00 -0.03 -0.01
C 1.883443 -4.971261 -1.022368 -0.02 -0.01 0.00
C 2.183980 -5.086867 2.000938 -0.01 0.01 0.02
H -1.784158 -0.698678 -3.026755 0.01 0.00 0.01
H -2.175752 0.174700 -1.534397 0.00 0.00 0.00
H -3.414637 -0.781003 -2.356900 0.00 0.00 -0.01
H -3.727207 -3.071882 -1.697191 0.00 0.00 0.00
H -2.977518 -5.008532 -0.326753 0.00 0.00 0.00
H -0.784970 -4.912134 0.839078 0.00 0.00 0.00
H 3.789170 -2.358094 -0.484175 -0.02 0.00 -0.01
H 4.585199 -3.802306 0.142893 0.01 0.01 0.01
H 4.089641 -2.529201 1.246094 0.02 0.04 0.04
H 1.619990 -4.342082 -1.876954 0.02 0.01 0.00
H 1.087321 -5.707621 -0.902884 0.00 0.01 0.00
H 2.797390 -5.514798 -1.273319 0.00 -0.01 0.00
H 2.474695 -4.582359 2.923119 0.00 -0.01 0.00
H 2.895063 -5.899674 1.834097 0.00 0.00 0.00
H 1.204788 -5.538870 2.172439 0.00 -0.01 -0.01
C -3.206205 4.140851 0.837017 0.03 -0.05 0.01
C -1.790662 4.120577 0.279714 -0.01 0.04 0.02
C -0.823419 4.840168 1.208780 0.01 -0.02 -0.01
C -1.762628 4.722358 -1.114226 -0.01 -0.03 -0.02
O -1.309443 2.745639 0.088359 -0.03 0.01 0.03
P -1.498645 1.569514 1.150605 0.05 0.08 -0.02
O -1.374540 1.973713 2.565231 0.02 0.04 0.01
O -0.436999 0.560894 0.686551 0.12 -0.28 -0.25
O -2.927442 1.007587 0.746699 0.05 -0.03 0.00
C -3.808028 0.205393 1.602400 -0.04 0.02 0.02
C -3.047772 -0.983789 2.169461 0.02 0.01 -0.02
C -4.369330 1.085132 2.708062 -0.01 0.00 0.02
C -4.912006 -0.254904 0.666496 0.00 0.02 0.00
H -3.556933 5.172673 0.875878 0.00 0.00 0.00
H -3.234099 3.732285 1.846471 0.00 0.00 0.01
H -3.880766 3.566322 0.201973 0.00 0.00 -0.01
H -1.128965 5.880422 1.328923 0.00 0.00 -0.01
H 0.186745 4.828164 0.792829 -0.01 0.00 0.00
H -0.813482 4.361000 2.186388 0.00 -0.01 0.02
H -2.068768 5.767576 -1.077159 0.00 0.01 0.01
H -2.451542 4.184914 -1.768270 0.01 0.01 -0.01
H -0.756630 4.675681 -1.535502 0.00 0.00 -0.01
H -2.279441 -0.652922 2.867427 0.01 0.01 0.01
H -2.585857 -1.565060 1.368606 0.00 0.01 0.02
H -3.739368 -1.632385 2.708984 0.00 0.00 0.00
H -3.568739 1.476905 3.332832 -0.02 0.00 0.00
H -5.048978 0.498439 3.327785 -0.01 0.00 0.00
H -4.929732 1.918083 2.281642 0.00 0.00 0.00
H -4.511116 -0.911147 -0.105833 0.01 -0.01 -0.02
H -5.384791 0.604862 0.190958 0.00 -0.01 0.00
H -5.670540 -0.802749 1.226497 0.01 0.00 0.00
C 2.699961 -1.739771 -3.673630 -0.06 0.01 -0.03
C 1.805633 -0.756093 -2.991477 -0.05 0.04 0.03
O 1.679012 -0.826273 -1.764695 0.18 0.00 -0.13
C 1.081544 0.270783 -3.749674 -0.02 0.00 0.04
C 0.228739 1.152076 -3.077086 0.00 0.03 -0.05
C -0.462689 2.121166 -3.779236 0.02 -0.04 -0.01
C -0.309509 2.215415 -5.157376 -0.02 0.02 0.00
C 0.533165 1.343797 -5.834969 0.02 -0.02 -0.01
C 1.228159 0.372771 -5.135677 -0.03 0.05 -0.02
H 3.169023 -2.383181 -2.935324 0.01 -0.01 0.00
H 3.459684 -1.227502 -4.264460 0.01 -0.01 0.00
H 2.103969 -2.346586 -4.359040 0.04 -0.01 -0.01
H 0.092558 1.082425 -2.005040 0.00 -0.01 0.00
H -1.123403 2.795448 -3.251482 0.00 0.00 0.00
H -0.852857 2.972289 -5.708007 0.00 0.00 0.00
H 0.646696 1.422355 -6.907348 0.00 0.00 0.00
H 1.880261 -0.302194 -5.672828 0.00 -0.01 0.01
```
Forces are in eV/Å.

=====

A 3-piece molecular cluster, C31H57N3O2 overall at a distorted geometry, computed with wB97M-V/def2-TZVPD.

Properties
Highest occupied orbital energy: -8.0326 eV
Maximum force: 0.0435 hartree/bohr
2S+1: 1
SMILES: CCCCCCCCCCCc1ccc2c(c1)C(=O)NC2=O.CCN(CC)CC.CCN(CC)CC
Total charge: 0
Orbital gap: 7.901 eV

Structure (XYZ):
```
93
Properties=species:S:1:pos:R:3:forces:R:3
C 0.029636 1.599182 -2.024278 -0.14 0.46 -0.01
C 0.829851 2.870184 -2.365136 -0.08 -0.47 0.59
C 0.020741 4.166012 -2.172058 0.78 -0.34 0.07
C -0.521199 4.306703 -0.744663 -0.72 0.35 -0.65
C -1.418039 5.557649 -0.587883 0.80 -0.16 0.36
C -2.417331 5.415141 0.567785 0.35 0.38 -0.65
C -3.195311 6.723678 0.907339 -0.17 -1.45 0.58
C -4.720632 6.453773 0.950477 -0.17 1.23 0.19
C -5.533265 6.965422 -0.271273 0.37 -0.37 0.31
C -4.747980 7.059926 -1.595954 -1.19 0.26 -0.47
C -5.597665 6.652199 -2.829811 0.82 -0.68 0.29
C -6.130242 5.226388 -2.704813 0.62 1.51 0.06
C -7.355939 4.891124 -3.232912 -0.41 0.30 -0.24
C -7.849926 3.608983 -3.113572 -0.78 -0.05 -0.51
C -7.079752 2.704806 -2.453092 0.47 -2.09 0.63
C -5.830664 3.010937 -1.940980 0.35 -0.32 -0.15
C -5.347278 4.281769 -2.068528 0.86 -0.39 0.26
C -5.232989 1.776073 -1.284162 -0.13 0.80 -0.05
O -4.088569 1.501282 -1.039169 -1.17 0.33 -0.06
N -6.401998 0.937424 -1.020776 0.37 -0.88 -0.15
C -7.316255 1.236112 -2.109990 -0.97 0.80 -0.88
O -8.081238 0.474485 -2.644323 0.74 0.55 0.88
H -0.914122 1.640335 -2.580773 0.08 -0.32 0.04
H 0.575564 0.683668 -2.263900 -0.07 0.11 -0.13
H -0.229906 1.551982 -0.963367 0.05 0.01 -0.10
H 1.697814 2.924680 -1.693344 0.03 -0.04 -0.21
H 1.207506 2.757219 -3.385779 -0.02 0.31 0.05
H -0.767463 4.214268 -2.932451 -0.07 0.09 0.21
H 0.726699 4.990331 -2.340547 -0.31 0.09 -0.21
H 0.334997 4.354880 -0.064822 -0.23 -0.21 0.17
H -1.162275 3.448353 -0.515151 0.32 -0.07 0.14
H -0.777402 6.420147 -0.358073 -0.11 0.01 -0.26
H -1.880671 5.740954 -1.564474 -0.23 0.13 0.24
H -3.100109 4.591295 0.326545 -0.03 0.12 0.11
H -1.837888 5.090996 1.439491 -0.15 -0.02 -0.03
H -2.906694 7.542938 0.246732 -0.17 -0.05 -0.01
H -2.897189 6.986950 1.926546 0.04 0.29 -0.20
H -4.936839 5.403513 1.164028 0.23 0.00 -0.23
H -5.109225 6.996794 1.822051 -0.08 -0.17 -0.09
H -6.407082 6.310985 -0.363125 0.06 0.14 -0.19
H -5.917526 7.961939 -0.035413 -0.01 -0.09 -0.06
H -4.485573 8.112476 -1.738415 0.41 -0.22 -0.06
H -3.848129 6.451041 -1.633257 0.06 0.20 0.33
H -4.885768 6.614522 -3.665766 -0.32 0.34 -0.15
H -6.384568 7.374792 -3.051061 -0.03 -0.14 0.02
H -7.918549 5.668092 -3.738220 -0.11 -0.10 0.03
H -8.814977 3.312756 -3.507867 0.04 0.09 -0.04
H -4.362677 4.487363 -1.664423 -0.07 0.24 -0.08
H -6.848454 1.379063 -0.214293 0.08 -0.53 0.31
C 1.236179 -1.950289 1.765032 0.01 -0.07 0.02
C 1.984034 -1.366331 0.575644 -0.14 -0.16 0.02
N 3.379883 -1.079182 0.847647 0.19 0.24 0.02
C 4.012233 -0.277144 -0.186209 -0.04 0.22 -0.12
C 4.150258 -0.885467 -1.586971 0.13 0.05 -0.06
C 4.169418 -2.187972 1.353615 -0.08 -0.24 0.24
C 4.254388 -3.459253 0.499254 0.17 -0.05 0.03
H 1.316548 -1.299226 2.636922 0.06 -0.01 -0.01
H 0.178526 -2.054388 1.518664 0.01 0.01 -0.02
H 1.604067 -2.941308 2.035874 0.00 0.01 0.02
H 1.485878 -0.430934 0.305512 0.17 0.06 -0.10
H 1.864354 -2.043636 -0.284229 -0.10 0.00 -0.02
H 5.001076 0.033475 0.163031 0.00 -0.12 0.09
H 3.440637 0.652737 -0.279282 -0.10 -0.07 0.06
H 4.938850 -1.635836 -1.627889 -0.06 -0.06 0.00
H 4.420761 -0.103250 -2.299995 -0.02 0.01 0.02
H 3.220879 -1.336352 -1.936629 0.00 -0.01 0.03
H 3.773459 -2.466859 2.334140 -0.10 0.04 -0.04
H 5.181866 -1.833671 1.564468 -0.03 0.15 -0.13
H 3.287219 -3.752234 0.087723 -0.01 0.03 0.01
H 4.611228 -4.289454 1.113331 -0.01 0.02 0.01
H 4.961584 -3.348173 -0.321645 -0.09 -0.02 -0.08
C 4.339827 -10.433636 3.733620 0.05 -0.02 0.04
C 4.374521 -9.566759 2.483570 0.12 -0.12 0.10
N 4.098759 -8.166246 2.743515 -0.18 0.21 -0.06
C 3.861322 -7.392430 1.536733 -0.15 -0.02 -0.22
C 5.017373 -7.236923 0.541493 -0.01 0.15 -0.06
C 4.939004 -7.527460 3.741760 0.11 -0.10 0.30
C 6.455823 -7.525969 3.511110 0.05 0.15 0.06
H 3.387084 -10.331447 4.255306 0.02 0.06 0.00
H 4.462045 -11.482114 3.457591 0.01 0.01 -0.02
H 5.144458 -10.186194 4.427571 -0.02 0.00 0.01
H 3.610150 -9.945041 1.799267 0.00 0.17 -0.08
H 5.343101 -9.711563 1.980364 0.00 -0.08 -0.02
H 3.502156 -6.398542 1.819201 0.06 -0.02 0.13
H 3.022038 -7.854448 1.006316 0.02 -0.11 0.07
H 5.766504 -6.531155 0.898641 0.06 -0.07 0.00
H 4.636208 -6.842139 -0.403102 -0.02 0.00 0.02
H 5.507462 -8.186004 0.322038 0.00 -0.01 0.04
H 4.744791 -8.006407 4.705280 -0.02 -0.08 -0.06
H 4.599938 -6.497420 3.880624 -0.08 -0.01 -0.18
H 6.825513 -8.493632 3.169129 -0.03 -0.01 -0.01
H 6.968103 -7.294867 4.447827 -0.02 -0.01 0.00
H 6.757042 -6.766439 2.791037 0.03 -0.08 -0.07
```
Forces are in eV/Å.